{
  "formula": "C15H18N4O4",
  "method": "ωB97M-V/def2-TZVPD",
  "elements": ["H", "C", "N", "H", "N", "C", "N", "C", "O", "C", "H", "H", "H", "C", "C", "C", "H", "H", "O", "H", "H", "H", "O", "H", "C", "C", "C", "H", "O", "C", "C", "C", "C", "N", "H", "C", "H", "H", "H", "H", "H"],
  "coordinates": [[-4.37746, 0.11922, 0.20388], [0.59445, 3.12486, -0.28672], [-3.21133, -0.81430, 2.24176], [3.48895, -3.70032, -1.35561], [-1.86545, -1.10075, -1.91661], [1.69216, -2.69760, -0.52937], [3.95796, 0.55397, 0.30199], [3.07195, -2.84894, -0.93398], [-2.88001, 2.26204, -0.89191], [3.12476, 1.45334, 1.02818], [4.85025, 0.85271, -0.07899], [-2.39706, -1.78104, -2.47286], [-1.21469, 2.52473, 0.84554], [-2.80865, -1.22874, 1.03955], [0.67003, 1.44492, 1.51734], [2.03150, -0.54783, 0.51642], [-4.42506, -1.59734, -0.50565], [-3.58868, 0.01844, -2.17757], [0.74973, 4.13628, 0.28013], [1.77893, 3.58706, -1.85668], [0.89949, 2.31210, 2.26227], [0.25944, 0.55210, 1.95191], [-1.79449, -1.93445, 0.82498], [-2.78747, -1.23325, 3.17010], [-2.89388, -0.17145, -1.37243], [3.88358, -1.76585, -0.68111], [-0.26033, 2.08234, 0.37248], [-0.45437, 0.20011, -0.60033], [1.03619, 2.94584, -1.71721], [-2.19895, 1.24149, -0.93101], [3.32045, -0.67942, 0.05360], [-3.73220, -0.76382, -0.13863], [0.98902, -1.56250, 0.04213], [-0.89176, 1.08019, -0.42185], [0.98321, -3.61761, -0.59451], [1.86791, 0.83290, 0.99798], [3.48600, 2.24855, 1.65177], [-4.25882, -0.76346, 2.19280], [-1.63420, -1.67532, -1.15507], [-0.01356, -1.46349, 0.22133], [4.95246, -1.62572, -1.09803]],
  "forces_ev_per_a": [[0.69, -1.33, -0.33], [-0.55, -0.32, -3.88], [-1.34, -0.85, 2.87], [0.16, -1.56, -0.81], [-1.79, 0.45, -0.78], [-3.49, -1.05, 0.62], [0.54, 0.50, 1.11], [-1.48, 3.01, 1.92], [1.30, -1.08, 0.12], [-1.18, -3.64, -2.03], [-0.24, -0.54, 0.35], [0.36, 0.44, -0.31], [2.04, 0.43, -0.44], [1.68, -1.79, -2.32], [-1.06, 1.76, 0.51], [-3.93, 0.00, -1.87], [1.14, 0.98, 0.59], [-0.22, 0.52, 0.01], [1.25, 1.76, 0.73], [-1.04, -0.53, 0.38], [-0.50, -1.76, -1.15], [-1.64, 0.29, 0.86], [-2.06, 1.42, 0.74], [-1.07, 0.98, -2.89], [1.29, 0.28, 0.82], [1.08, 1.11, -0.36], [-1.36, -1.29, 1.59], [0.28, -0.21, -0.36], [-0.18, 0.19, 3.26], [-0.43, -1.27, 0.66], [1.90, 1.39, -0.69], [-0.25, 1.22, -0.33], [8.59, -0.37, -0.09], [-2.01, 0.03, -1.44], [1.45, 1.51, -0.45], [3.26, 0.26, 0.19], [0.10, 0.47, -0.46], [1.49, 0.42, 0.87], [1.01, -0.91, 1.38], [-1.97, -0.34, 0.52], [-1.84, -0.56, 0.86]],
  "mulliken_charge": [0.466, 0.122, -0.469, 0.499, -0.675, -0.940, -0.071, -0.654, -0.648, -1.106, 0.197, 0.363, 0.510, 0.634, -1.168, 0.494, 0.303, 0.579, -0.486, 0.342, 0.318, 0.378, -0.716, 0.328, -0.010, -0.596, 0.299, -0.032, -0.492, 0.145, -0.241, -0.874, 0.152, 0.108, 0.203, 1.146, 0.421, 0.267, 0.153, 0.521, 0.233],
  "fmax_ev_per_a": 8.60,
  "orbital_gap_ev": 8.23,
  "e_homo_ha": -0.2863,
  "e_tot_ev": -29995.679,
  "lumo_ev": 0.44,
  "relative_energy_kcal_mol": 99.6
}